Record 1
ORCA calculation (ωB97M-V/def2-TZVPD) on 8 unconnected molecules or ions with the total composition C41H60BO26 in a non-equilibrium geometry.

Geometry as XYZ:
```
128
Properties=species:S:1:pos:R:3:forces:R:3
C -0.3706 -2.9914 -1.3733 -0.2 0.2 0.0
C -1.5290 -2.0363 -1.7146 0.1 0.0 0.2
C -1.8610 -1.0724 -0.5677 0.1 -0.2 0.0
C -0.8572 0.0736 -0.4976 -0.4 0.0 -0.1
C -1.1414 1.2529 0.4492 0.7 1.1 -0.7
C -2.6037 1.5757 0.7556 -0.4 -0.7 -0.1
C -3.3068 2.3579 -0.3554 -0.2 0.0 0.6
C -4.7977 2.4242 -0.0385 0.2 -0.1 0.0
O -3.1605 1.7403 -1.6370 -0.1 0.2 0.1
C -2.8590 2.6185 -2.6998 0.3 -0.1 -0.5
C -1.5306 2.2856 -3.3376 -0.1 0.0 -0.1
C -1.4265 1.1194 -4.0903 0.0 0.2 0.1
C -0.2200 0.7638 -4.6721 -0.1 -0.2 -0.1
C 0.8958 1.5706 -4.5130 0.1 0.1 0.0
C 0.7909 2.7409 -3.7751 0.0 0.0 0.0
C -0.4180 3.0968 -3.1936 0.1 0.1 0.0
O -0.6458 2.4119 -0.2486 0.1 -0.1 0.1
B -0.1506 3.4205 0.7473 -0.1 0.3 -0.2
O -0.2249 2.6807 2.0432 0.1 -0.1 0.1
C -0.1857 1.3277 1.6674 -0.3 0.5 0.1
C -0.4139 0.5131 2.9313 0.1 -0.4 -0.1
C -0.6042 -0.9904 2.8017 0.0 -0.1 0.4
O 0.2907 -1.6299 1.8592 0.0 0.1 0.2
C 1.6160 -1.4181 1.9767 0.6 0.5 -0.8
C 2.3471 -1.6513 3.2767 0.0 0.0 0.1
O 2.2586 -1.0835 1.0111 -0.3 -0.5 0.2
H -0.2959 -3.0954 -0.2890 0.0 -0.1 0.0
H 0.5741 -2.5791 -1.7244 0.1 -0.1 0.0
H -0.5194 -3.9836 -1.8018 0.1 0.0 -0.1
H -1.2473 -1.4422 -2.5865 -0.1 0.0 -0.1
H -2.4292 -2.5976 -1.9788 0.0 -0.1 0.0
H -2.8706 -0.6849 -0.7076 0.0 0.1 -0.1
H -1.8685 -1.6600 0.3575 -0.1 0.1 0.1
H 0.1459 -0.3046 -0.2998 0.0 0.0 0.0
H -0.8238 0.5144 -1.4931 0.0 0.0 0.0
H -2.6665 2.2040 1.6458 0.2 0.0 0.1
H -3.2181 0.6882 0.9561 0.2 -0.1 0.2
H -2.8832 3.3625 -0.3377 0.1 0.0 -0.3
H -5.3313 3.0829 -0.7275 0.0 0.0 0.0
H -5.1985 1.4107 -0.1197 -0.1 0.0 0.0
H -4.9363 2.7703 0.9861 -0.1 0.1 0.0
H -3.6121 2.4962 -3.4917 -0.2 0.0 0.1
H -2.8840 3.6660 -2.3940 0.0 0.0 0.2
H -2.3083 0.4955 -4.1854 0.0 -0.1 -0.1
H -0.1431 -0.1483 -5.2511 0.0 0.0 0.0
H 1.8389 1.2817 -4.9608 -0.1 0.0 0.1
H 1.6582 3.3741 -3.6421 0.0 0.0 0.0
H -0.4973 3.9997 -2.6027 0.1 0.0 0.1
H -0.8731 4.4403 0.8175 0.0 -0.1 0.0
H 0.9984 3.7744 0.4236 0.0 -0.1 0.1
H 0.8032 1.1395 1.2265 0.0 -0.4 0.1
H 0.4428 0.6890 3.5892 0.0 0.2 0.1
H -1.2963 0.9045 3.4429 0.0 0.1 0.0
H -1.6061 -1.2460 2.4651 0.1 0.0 -0.2
H -0.4689 -1.4533 3.7874 0.0 0.0 0.0
H 3.2960 -2.1033 2.9924 0.0 -0.1 0.1
H 2.5915 -0.6773 3.7024 -0.2 0.0 0.1
H 1.8285 -2.2693 4.0053 -0.1 0.1 0.0
C 5.3231 0.6346 -8.2734 0.0 0.0 -0.1
C 4.1215 1.5554 -8.3406 0.0 0.1 -0.1
O 3.3228 1.0957 -7.2488 0.0 0.0 -0.1
C 4.1329 0.4782 -6.3541 0.0 0.1 0.0
O 3.7969 0.1441 -5.2672 0.2 -0.1 0.0
O 5.3702 0.3077 -6.8785 0.0 0.0 0.0
H 6.2454 1.1151 -8.5905 -0.1 -0.1 0.2
H 5.1684 -0.2867 -8.8408 0.0 0.0 0.0
H 4.3892 2.5987 -8.1682 0.0 0.0 0.0
H 3.5622 1.4765 -9.2696 -0.1 -0.1 0.1
C -3.8961 0.2968 7.1070 0.0 0.0 0.1
C -3.3086 -1.0830 6.8889 0.1 -0.1 0.2
O -3.6093 -1.3308 5.5157 0.0 0.0 0.0
C -3.7633 -0.1352 4.8907 0.0 0.1 0.1
O -3.8528 0.0123 3.7211 0.0 -0.1 -0.2
O -3.8078 0.8684 5.8021 0.0 0.0 0.0
H -3.3398 0.9005 7.8190 0.1 0.1 -0.1
H -4.9449 0.2589 7.4078 0.0 0.0 0.0
H -2.2240 -1.1020 7.0124 0.0 0.1 0.0
H -3.7562 -1.8486 7.5182 0.0 -0.1 -0.1
C 2.2010 -5.6950 1.7976 0.0 0.0 -0.1
C 0.9634 -5.1960 2.5141 0.0 0.2 -0.2
O 0.8989 -6.0644 3.6538 0.0 0.0 0.0
C 2.1406 -6.5401 3.8957 0.0 0.0 0.0
O 2.4545 -7.1488 4.8672 0.0 0.0 0.1
O 2.9781 -6.2255 2.8817 0.0 0.0 -0.1
H 2.7498 -4.9108 1.2834 0.1 0.0 0.1
H 1.9824 -6.5008 1.0951 0.0 0.0 0.0
H 1.0735 -4.1665 2.8542 0.0 0.0 0.0
H 0.0598 -5.2783 1.9171 -0.1 -0.1 0.1
C 4.3408 -0.9249 7.3732 0.1 0.1 0.0
C 3.8329 0.5004 7.2501 0.1 0.0 0.1
O 2.6379 0.3267 6.4824 0.0 0.0 0.0
C 2.2030 -0.9356 6.6434 0.1 0.1 -0.1
O 1.1555 -1.3450 6.2585 -0.2 -0.1 0.2
O 3.1262 -1.6831 7.2941 0.0 0.0 0.0
H 4.8494 -1.1288 8.3111 -0.1 -0.1 0.0
H 4.9848 -1.2120 6.5410 0.0 0.0 0.0
H 3.5674 0.9341 8.2154 0.0 0.0 0.0
H 4.5164 1.1660 6.7313 -0.1 0.0 -0.1
C 0.6261 -3.9853 8.6852 0.0 0.0 -0.1
C -0.5357 -3.0699 8.3604 0.1 0.0 -0.2
O -1.4820 -3.4013 9.3863 0.0 0.0 0.0
C -0.8055 -3.9197 10.4380 0.0 0.0 0.0
O -1.2792 -4.1347 11.5057 0.0 0.0 0.1
O 0.4833 -4.1524 10.1046 0.0 0.0 0.0
H 1.5945 -3.5553 8.4479 0.0 0.0 0.1
H 0.5368 -4.9608 8.2054 0.0 0.0 0.0
H -0.2715 -2.0155 8.4491 0.0 0.0 0.0
H -0.9593 -3.2470 7.3761 -0.1 -0.1 0.1
C 6.8371 4.6312 -12.1135 -0.1 0.0 -0.1
C 5.6528 4.9595 -11.2231 0.0 0.1 -0.1
O 5.7328 3.9299 -10.2315 -0.1 0.0 0.0
C 7.0093 3.4856 -10.1751 0.0 0.0 0.0
O 7.4296 2.7551 -9.3387 0.1 0.1 -0.1
O 7.7320 3.9868 -11.2004 0.0 0.0 0.0
H 7.3123 5.5059 -12.5481 0.1 0.0 0.1
H 6.5802 3.9270 -12.9063 0.0 0.0 0.0
H 5.7547 5.9272 -10.7303 0.0 0.0 0.0
H 4.6953 4.9144 -11.7339 0.0 -0.1 0.1
C -6.6563 1.3600 -3.2823 0.2 -0.1 0.2
C -6.7841 0.1803 -4.2231 0.1 0.0 0.0
O -7.7800 0.6364 -5.1482 0.0 -0.1 0.0
C -7.7804 1.9913 -5.1387 0.0 0.0 0.0
O -8.3750 2.6674 -5.9143 0.0 0.0 0.0
O -7.0163 2.4600 -4.1304 0.0 0.0 0.0
H -5.6509 1.4857 -2.8849 0.0 0.2 -0.1
H -7.3651 1.3100 -2.4540 0.0 0.0 0.0
H -5.8602 -0.0175 -4.7690 0.0 0.0 0.0
H -7.1126 -0.7322 -3.7336 -0.1 0.0 -0.1
```
Positions in Å, forces in eV/Å.

As for the frontier orbital gap: 5.11 eV. Its total charge is -1. For the energy, the calculation gives -3579.5471 Eh. For the HOMO energy, the calculation gives -3.775 eV. The value obtained for the largest force on an atom is 1.4 eV Å⁻¹. As for the spin multiplicity: 1.



Record 2
ORCA calculation (ωB97M-V/def2-TZVPD) on a molecular structure, C5H5Br2Cl in a non-equilibrium geometry.

Geometry as XYZ:
```
13
Properties=species:S:1:pos:R:3:forces:R:3
C -1.4886 -0.6766 -2.0657 0.5 -0.3 -0.7
C -0.2276 -0.5957 -1.8179 0.5 0.9 2.4
C 0.8142 -0.4600 1.5583 -2.1 1.6 -0.7
C -0.2147 0.3354 0.7466 4.1 -0.9 -1.4
C 1.0718 1.0162 1.1859 -1.6 -0.3 -0.5
Cl -1.7564 0.7081 1.1286 -1.6 0.4 0.4
Br 2.3749 1.4283 -0.2006 -0.2 -0.3 0.5
Br 0.8482 2.5702 2.3528 0.3 -0.9 -0.1
H -1.6848 -1.1581 -3.0479 -0.9 0.4 0.7
H -2.1698 -0.2621 -1.3107 -0.4 -0.4 -0.7
H 0.7952 -0.7903 -2.0539 0.1 -0.1 -0.3
H 0.3683 -0.8411 2.4434 0.2 0.5 1.5
H 1.2692 -1.2741 1.0811 1.2 -0.5 -1.0
```
Positions in Å, forces in eV/Å.

As for the frontier orbital gap (alpha / beta): 7.77 / 8.70 eV. As for the energy relative to the best compared isomer or geometry (same formula, charge and spin): 2.616 eV. For the energy, the calculation gives -5801.5045 Eh. For the HOMO energy (alpha / beta), the calculation gives -8.400 / -8.528 eV. The value obtained for the largest force on an atom is 4.4 eV Å⁻¹. As for the spin multiplicity: 1.



Record 3
ORCA calculation (ωB97M-V/def2-TZVPD) on 3 unconnected molecules or ions with the total composition C3H4N4O2 in a non-equilibrium geometry.

Geometry as XYZ:
```
13
Properties=species:S:1:pos:R:3:forces:R:3
C 0.4675 0.5072 -0.2453 -2.0 -0.2 0.9
C 0.3406 4.3030 -0.3470 0.7 -3.9 0.8
C 1.0873 -1.6613 0.5210 1.7 -1.6 1.0
N 0.5674 -0.6565 -0.1557 -0.5 3.9 -0.8
N 0.1521 5.3883 -0.5902 -1.1 4.0 -0.9
N 8.2308 -1.3523 0.0294 0.0 0.2 -0.6
N 0.4498 -2.7596 0.6409 -0.6 -0.7 -1.1
O 8.3672 -0.3564 -0.4484 0.1 0.0 0.3
O 8.0689 -2.3678 0.4462 0.1 -0.1 0.3
H -0.0817 1.4939 -0.0817 1.2 -0.9 -1.0
H -0.1958 6.3132 -0.8099 0.4 -0.4 0.1
H -0.4175 -2.9931 0.0714 1.2 0.0 1.3
H 1.0219 -3.4558 1.1352 -1.1 -0.1 -0.3
```
Positions in Å, forces in eV/Å.

As for the frontier orbital gap: 6.43 eV. As for the energy relative to the best compared isomer or geometry (same formula, charge and spin): 3.936 eV. Its total charge is +2. For the energy, the calculation gives -485.2403 Eh. For the HOMO energy, the calculation gives -16.269 eV. The value obtained for the largest force on an atom is 4.3 eV Å⁻¹. As for the spin multiplicity: 1.



Record 4
ORCA calculation (ωB97M-V/def2-TZVPD) on a single C26H34N4O3 molecule.

Geometry as XYZ:
```
67
Properties=species:S:1:pos:R:3:forces:R:3
C -1.6419 -0.8638 3.1464 0.0 0.1 -0.1
C -2.2737 0.0349 2.0826 0.1 0.0 0.1
C -3.2943 -0.6953 1.2558 0.1 0.1 -0.2
C -4.4275 -1.2272 1.8627 0.0 0.0 -0.1
C -5.3802 -1.9178 1.1384 0.0 0.0 0.1
C -5.2234 -2.0903 -0.2268 0.0 0.0 -0.1
C -4.1150 -1.5568 -0.8549 0.0 0.0 0.1
C -3.1556 -0.8683 -0.1220 -0.4 -0.3 0.3
N -2.0659 -0.2814 -0.8310 -0.3 0.2 -0.1
C -2.3456 1.0071 -1.4510 0.1 0.4 -0.1
C -1.9886 2.1744 -0.5103 -0.1 -0.5 -0.5
O -2.8359 2.8313 0.0596 -0.3 0.2 0.2
N -0.6680 2.3492 -0.3895 0.6 0.1 0.0
C -0.0703 3.3510 0.4725 -0.2 0.3 0.4
C -0.0989 4.7308 -0.1964 -0.1 -0.2 -0.2
C 0.8111 4.7706 -1.4194 0.1 0.2 0.2
C 2.2398 4.4065 -1.0277 -0.1 -0.2 -0.3
C 2.2785 3.0154 -0.4043 0.1 0.2 0.2
C 1.3610 2.9390 0.8146 -0.1 -0.1 -0.2
C -0.8247 -0.7895 -0.8813 0.0 -0.4 0.3
O 0.0961 -0.1608 -1.4058 0.2 0.1 -0.2
C -0.6164 -2.1731 -0.3091 0.0 -0.1 0.0
C -0.3000 -3.1988 -1.4094 0.1 0.2 0.0
C 0.9676 -2.8982 -2.2199 0.0 -0.2 0.0
C 2.1996 -2.8895 -1.3280 -0.3 0.2 -0.4
O 2.8786 -3.8759 -1.1432 0.2 -0.3 0.1
N 2.4207 -1.6731 -0.7543 -0.1 0.4 -0.1
C 3.3777 -1.3230 0.1847 0.4 -0.1 0.3
C 4.4567 -2.1395 0.5319 0.0 -0.1 0.0
C 5.3438 -1.6708 1.4807 -0.1 0.2 0.0
C 5.1367 -0.4220 2.0520 0.1 0.0 0.0
C 4.0333 0.3039 1.6392 0.2 0.0 0.1
N 3.1736 -0.1270 0.7326 -0.3 -0.1 -0.3
H -0.9033 -0.3031 3.7137 0.1 0.0 0.1
H -2.3916 -1.2398 3.8375 0.0 -0.1 0.1
H -1.1458 -1.7149 2.6854 0.1 -0.1 0.0
H -1.4849 0.4346 1.4449 -0.1 0.1 0.0
H -2.7637 0.8818 2.5690 0.1 0.1 -0.1
H -4.5667 -1.0838 2.9237 0.0 0.0 0.1
H -6.2500 -2.3175 1.6373 -0.1 0.0 0.1
H -5.9632 -2.6281 -0.7995 -0.1 0.0 -0.1
H -3.9805 -1.6675 -1.9211 0.0 0.0 -0.1
H -3.4108 1.0562 -1.6797 0.2 0.0 0.1
H -1.7575 1.0848 -2.3697 -0.1 0.0 0.1
H -0.0452 1.7222 -0.8853 -0.3 -0.1 0.0
H -0.6822 3.3967 1.3834 0.1 0.0 -0.1
H -1.1276 4.9619 -0.4768 0.0 0.0 0.1
H 0.2299 5.4763 0.5302 0.0 0.1 0.1
H 0.4468 4.0642 -2.1684 0.0 0.0 -0.1
H 0.7861 5.7683 -1.8621 0.0 0.0 -0.1
H 2.8879 4.4383 -1.9059 0.1 0.1 0.0
H 2.6145 5.1391 -0.3086 0.1 0.1 0.0
H 1.9746 2.2744 -1.1457 0.1 -0.1 -0.1
H 3.2966 2.7648 -0.1032 0.0 -0.1 -0.1
H 1.3701 1.9215 1.2098 0.0 0.0 0.1
H 1.7336 3.6105 1.5907 0.0 0.0 0.1
H 0.2173 -2.1282 0.3949 -0.1 0.1 0.0
H -1.5087 -2.4993 0.2248 0.2 0.0 0.0
H -1.1487 -3.2547 -2.0959 0.0 -0.1 0.0
H -0.1883 -4.1765 -0.9360 -0.1 0.0 0.0
H 1.0974 -3.6884 -2.9606 0.1 0.1 0.1
H 0.8703 -1.9415 -2.7317 0.0 -0.1 0.0
H 1.7471 -0.9292 -0.9574 0.1 -0.2 0.0
H 4.5767 -3.1029 0.0672 0.0 0.0 0.0
H 6.1917 -2.2734 1.7724 0.0 -0.1 0.0
H 5.8112 -0.0266 2.7947 0.0 0.1 0.1
H 3.8177 1.2809 2.0529 0.0 0.1 0.1
```
Positions in Å, forces in eV/Å.

As for the frontier orbital gap: 9.33 eV. As for the energy relative to the best compared isomer or geometry (same formula, charge and spin): 0.046 eV. For the energy, the calculation gives -1456.0035 Eh. For the HOMO energy, the calculation gives -8.698 eV. The value obtained for the largest force on an atom is 0.7 eV Å⁻¹. As for the spin multiplicity: 1.



Which value of spin multiplicity does entry 2 give?
1